No. 1
Entry from the Open Molecules 2025 dataset: a 2-piece molecular cluster, C5H13NO2 overall at a distorted geometry (ωB97M-V/def2-TZVPD).

The LUMO energy (alpha / beta) comes out at 3.8 / 3.7 eV. The HOMO energy (alpha / beta) is 0.301 / -3.278 eV. The expectation value of S² is 0.754.

The geometry in ORCA input format:
```
! RIJCOSX wB97M-V def2-TZVPD def2/J DEFGRID3
* xyz -1 2
O 2.27709 0.16635 0.50320
C 1.35050 -0.53082 0.01927
C -0.03415 -0.09433 -0.40713
C -1.23549 -0.13989 0.65187
C -2.59856 0.00764 0.06279
C -1.03519 -1.38922 1.47979
N -0.31337 -0.91874 -1.63874
H 1.70354 -1.55904 -0.31585
H -0.04188 0.95105 -0.78496
H -1.00488 0.77257 1.27060
H -2.78783 -0.43373 -0.88658
H -3.35702 -0.23922 0.79385
H -2.89699 1.09028 -0.02679
H -1.26147 -2.23271 0.81935
H -1.74491 -1.42785 2.28998
H -0.06579 -1.49976 1.95514
H -1.16878 -0.60106 -2.12032
H -0.71346 -1.83774 -1.39989
H 2.43449 1.85329 -0.79190
H 2.00872 2.47299 0.37159
O 1.85466 2.62527 -0.57716
*
```

Okay, here come the Löwdin numbers, in e, for every atom:
1 O -0.2401
2 C -0.4511
3 C -0.3615
4 C -0.4062
5 C -0.1122
6 C -0.1107
7 N -0.0092
8 H 0.0734
9 H 0.1139
10 H 0.1392
11 H 0.0432
12 H 0.0579
13 H 0.0851
14 H 0.0732
15 H 0.0508
16 H 0.0665
17 H 0.0358
18 H 0.0472
19 H 0.0255
20 H 0.0163
21 O -0.1370

No. 2
Entry from the Open Molecules 2025 dataset: one molecule with the formula C2H2ClN3O2 at a distorted geometry (ωB97M-V/def2-TZVPD).

The LUMO energy comes out at -1.3 eV. The HOMO energy is -8.744 eV. Its SMILES is O=N/C=C\[N+]([O-])=N\Cl.

The geometry in ORCA input format:
```
! RIJCOSX wB97M-V def2-TZVPD def2/J DEFGRID3
* xyz 0 1
C 0.92349 0.11020 -0.86817
C 0.35609 -1.01916 -0.26043
N -1.09514 0.48275 0.53059
N 0.50242 1.26572 -0.49504
N -0.67281 -0.77952 0.56720
O 0.40414 2.41565 -0.79546
O -1.20340 -1.62889 1.28822
Cl -1.68681 1.14338 1.95819
H 1.77407 0.03885 -1.53668
H 0.69794 -2.02897 -0.38841
*
```

Okay, here come the Löwdin numbers, in e, for every atom:
1 C -0.0587
2 C -0.0330
3 N -0.3966
4 N -0.0964
5 N -0.4013
6 O 0.0811
7 O -0.0340
8 Cl 0.6683
9 H 0.1445
10 H 0.1260

No. 3
Entry from the Open Molecules 2025 dataset: F8KN4O16S8 as an isolated structure at a distorted geometry (ωB97M-V/def2-TZVPD).

The LUMO energy comes out at 6.2 eV. The HOMO energy is -2.918 eV.

The geometry in ORCA input format:
```
! RIJCOSX wB97M-V def2-TZVPD def2/J DEFGRID3
* xyz -3 1
K 0.11742 -0.27197 -0.17782
N -4.15613 1.80060 0.52915
S -4.67252 2.08778 -0.95100
O -6.08298 2.04386 -1.14521
O -3.84356 1.53468 -1.96970
F -4.36959 3.65395 -0.98493
S -3.87923 0.21867 0.58906
O -2.48580 -0.10498 0.62361
O -4.78763 -0.60520 -0.12625
F -4.30003 -0.01065 2.10652
N 1.84722 -1.82424 -1.77430
S 0.89523 -3.13376 -2.23965
O 1.41363 -4.39715 -1.84606
O 0.02704 -3.09170 -3.36684
F -0.24229 -2.85913 -1.12000
S 2.77239 -1.80078 -3.06924
O 2.14622 -1.42055 -4.28449
O 3.76896 -2.82669 -3.15152
F 3.60930 -0.49665 -2.71166
N 0.83477 2.48282 0.02631
S 1.09309 2.92176 -1.52779
O 2.11679 2.20830 -2.22423
O 0.90068 4.29245 -1.87024
F -0.23508 2.26423 -2.12166
S 2.30583 2.74744 0.62507
O 2.95667 3.97438 0.28164
O 3.10824 1.58243 0.61859
F 1.91808 2.95689 2.12901
N 1.10814 -1.51907 2.28306
S 1.07626 -0.30265 3.39769
O 1.11780 -0.72919 4.75652
O 0.33550 0.84362 3.01513
F 2.58610 0.13728 3.19857
S 0.39690 -2.71051 3.10434
O -0.94364 -2.51426 3.52850
O 1.28111 -3.42204 3.97236
F 0.26513 -3.70997 1.87744
*
```

Okay, here come the Löwdin numbers, in e, for every atom:
1 K 0.7809
2 N -0.2953
3 S 0.4575
4 O -0.3088
5 O -0.2898
6 F -0.2036
7 S 0.4873
8 O -0.3475
9 O -0.2829
10 F -0.1925
11 N -0.3106
12 S 0.5093
13 O -0.2737
14 O -0.2727
15 F -0.2587
16 S 0.4210
17 O -0.2867
18 O -0.2997
19 F -0.1843
20 N -0.3186
21 S 0.4701
22 O -0.2799
23 O -0.2883
24 F -0.2003
25 S 0.4288
26 O -0.2953
27 O -0.2713
28 F -0.1730
29 N -0.3127
30 S 0.4786
31 O -0.2972
32 O -0.2701
33 F -0.1914
34 S 0.4519
35 O -0.2814
36 O -0.3056
37 F -0.1933

No. 4
Entry from the Open Molecules 2025 dataset: a 2-piece molecular cluster, C3H10NO3 overall at a distorted geometry (ωB97M-V/def2-TZVPD).

The LUMO energy comes out at 4.1 eV. The HOMO energy is -3.365 eV.

The geometry in ORCA input format:
```
! RIJCOSX wB97M-V def2-TZVPD def2/J DEFGRID3
* xyz -1 1
C -1.18531 -0.06395 -0.19166
C -0.81909 1.37318 0.25590
O -0.11862 2.18462 -0.64356
N -0.10369 -1.07881 -0.26184
C 1.12295 -0.81146 -1.11898
O 1.01683 0.07286 -2.14748
H -1.75547 -0.02025 -1.10742
H -1.84475 -0.38807 0.60732
H -1.73917 1.88584 0.48362
H -0.28158 1.28485 1.20035
H 0.44626 1.57203 -1.25393
H -0.49681 -1.91131 -0.61210
H 1.91429 -0.52551 -0.38886
H 1.34627 -1.78424 -1.50312
H 0.34023 -0.84070 1.72488
H 1.50717 -0.34879 2.34529
O 0.65048 -0.60028 2.61159
*
```

Okay, here come the Löwdin numbers, in e, for every atom:
1 C -0.2146
2 C -0.2993
3 O -0.1317
4 N -0.0850
5 C -0.4856
6 O -0.3266
7 H 0.0972
8 H 0.0943
9 H 0.0927
10 H 0.0857
11 H 0.0724
12 H 0.0588
13 H 0.0787
14 H 0.0632
15 H -0.0152
16 H -0.0065
17 O -0.0784

No. 5
Entry from the Open Molecules 2025 dataset: a 2-piece molecular cluster, C4H13NS overall (ωB97M-V/def2-TZVPD).

The LUMO energy comes out at 1.1 eV. The HOMO energy is -8.613 eV. Its SMILES is CCCN.CS.

The geometry in ORCA input format:
```
! RIJCOSX wB97M-V def2-TZVPD def2/J DEFGRID3
* xyz 0 1
C 0.30412 -0.13320 -0.77632
C -0.90933 0.18560 -1.63632
C -0.91947 1.61909 -2.16416
N 0.34259 -1.56982 -0.40267
H 1.22166 0.13226 -1.30735
H 0.27337 0.44807 0.14690
H -1.81916 -0.03264 -1.06434
H -0.95402 -0.55595 -2.44318
H -0.83055 2.31893 -1.33579
H -0.10652 1.73105 -2.88019
H -1.85747 1.82982 -2.67715
H -0.43743 -2.02138 -0.86656
H 1.18008 -2.03822 -0.71367
H -0.27503 -1.42286 1.86688
C 1.08070 -0.07353 3.28514
S -0.57931 -0.62364 2.88018
H 1.12387 1.01598 3.32871
H 1.37674 -0.45983 4.25671
H 1.78516 -0.34972 2.50318
*
```

Okay, here come the Löwdin numbers, in e, for every atom:
1 C -0.2991
2 C -0.2805
3 C -0.1083
4 N -0.0231
5 H 0.1108
6 H 0.0793
7 H 0.1096
8 H 0.1048
9 H 0.0730
10 H 0.0708
11 H 0.0678
12 H 0.0586
13 H 0.0621
14 H -0.1997
15 C -0.5070
16 S 0.6202
17 H 0.0205
18 H 0.0152
19 H 0.0251

No. 6
Entry from the Open Molecules 2025 dataset: C52H51BN6NiO3SeTe as an isolated structure (ωB97M-V/def2-TZVPD).

The LUMO energy (alpha / beta) comes out at 2.1 / 2.1 eV. The HOMO energy (alpha / beta) is -3.135 / -5.223 eV. The expectation value of S² is 3.825.

The geometry in ORCA input format:
```
! RIJCOSX wB97M-V def2-TZVPD def2/J DEFGRID3
* xyz -1 4
Ni -0.64280 -0.14603 0.30418
C -5.61399 -3.03372 -0.32018
C -5.39689 -2.86148 1.04211
C -4.20260 -2.34125 1.51411
C -3.18792 -1.97806 0.62113
C -3.41349 -2.14934 -0.74464
C -4.61095 -2.67193 -1.20847
N -1.97550 -1.41393 1.07327
N -1.68559 -1.79235 2.31614
C -0.53740 -1.19367 2.77226
C -0.05011 -1.56548 4.04245
C 1.14141 -1.05539 4.50141
C 1.87384 -0.15650 3.71231
C 1.38226 0.24255 2.48232
C 0.18425 -0.27454 1.98590
H -6.55267 -3.43555 -0.68117
H -6.17087 -3.12909 1.75302
H -4.03501 -2.20804 2.57300
H -2.65032 -1.86464 -1.44959
H -4.75187 -2.79370 -2.27656
H -0.63234 -2.26821 4.62712
H 1.51671 -1.35393 5.47371
H 2.81963 0.23763 4.06460
H 1.94889 0.95565 1.89527
Se 1.95973 3.12644 -1.97527
N 3.54767 3.14803 -1.11294
C 3.72095 1.91381 -0.62363
C 4.83633 1.47509 0.10722
C 4.86957 0.16077 0.55100
C 3.80469 -0.68917 0.26204
N 2.72396 -0.32595 -0.42804
C 2.66796 0.94474 -0.87018
N 1.60569 1.38322 -1.57398
H 5.64286 2.17016 0.30632
H 5.70853 -0.21761 1.12110
H 3.81265 -1.71109 0.63034
C -1.30257 8.72136 0.79298
C -1.90217 7.51402 0.06953
C -1.52222 7.61565 -1.41433
C -3.43047 7.57279 0.19884
C -1.40809 6.18857 0.65487
C -0.79423 6.11953 1.90632
C -0.36560 4.91540 2.47235
C -0.57583 3.77915 1.73285
O -0.26009 2.47513 2.02671
B -0.68433 1.71986 0.93397
O -1.26602 2.56677 -0.01647
C -1.18783 3.83148 0.49556
C -1.61886 5.00601 -0.06744
H -1.59626 9.63839 0.27750
H -0.21155 8.67604 0.81212
H -1.65788 8.79655 1.82285
H -1.78489 8.60386 -1.80035
H -2.04836 6.87838 -2.02145
H -0.45064 7.46329 -1.55764
H -3.81441 8.50988 -0.21631
H -3.73288 7.50908 1.24630
H -3.89826 6.74389 -0.33646
H -0.62885 7.02757 2.46919
H 0.11369 4.87728 3.44131
H -2.10536 4.99317 -1.03392
C 3.48121 0.95984 -7.87546
C 2.69966 0.60786 -6.63976
C 2.97339 -0.54625 -5.92205
C 2.27352 -0.88252 -4.76532
C 2.69019 -2.13245 -4.02565
C 1.24755 -0.02474 -4.34792
Te 0.32882 -0.72770 -2.55670
N -1.22038 0.10014 -1.62990
C -2.20564 0.58436 -2.41128
O -2.19280 0.50019 -3.64492
C -3.37797 1.27442 -1.76113
C -4.14925 2.09703 -2.57758
C -5.22489 2.79984 -2.05550
C -5.55210 2.67124 -0.71228
C -4.79753 1.83705 0.10123
C -3.71159 1.14998 -0.41924
C -0.64678 -2.42447 -3.46961
C -1.12915 -2.51059 -4.78609
C -1.09429 -1.39668 -5.79914
C -1.64388 -3.73061 -5.22884
C -1.67562 -4.86167 -4.43159
C -2.26805 -6.15187 -4.92779
C -1.16209 -4.76427 -3.14786
C -0.64753 -3.57197 -2.65235
C -0.09921 -3.61342 -1.24646
C 0.97705 1.16955 -5.01393
C -0.05781 2.17024 -4.58444
C 1.71036 1.45349 -6.16159
H 4.14867 0.14837 -8.16521
H 4.09029 1.85085 -7.71022
H 2.81933 1.16961 -8.71762
H 3.76490 -1.20874 -6.25685
H 3.49904 -2.62348 -4.56612
H 1.87736 -2.85638 -3.93367
H 3.05075 -1.90111 -3.01947
H -3.88734 2.17411 -3.62434
H -5.81031 3.44526 -2.69978
H -6.39119 3.21920 -0.29984
H -5.04638 1.72100 1.14894
H -3.12280 0.51882 0.22915
H -1.28156 -0.42903 -5.34796
H -1.85905 -1.57470 -6.55691
H -0.12495 -1.36592 -6.30374
H -2.03153 -3.78644 -6.24178
H -2.48626 -6.10090 -5.99462
H -3.20050 -6.37779 -4.40554
H -1.59004 -6.99014 -4.75736
H -1.17845 -5.63178 -2.49509
H -0.57025 -4.42369 -0.69029
H -0.28294 -2.71518 -0.66350
H 0.98217 -3.78030 -1.25051
H -0.30631 2.09869 -3.52919
H -0.99411 2.01272 -5.12413
H 0.30342 3.17617 -4.79737
H 1.50133 2.38260 -6.68395
*
```

Löwdin population analysis, charges in e, atoms 1 to 99:
1 Ni 0.4906
2 C -0.1194
3 C -0.1069
4 C -0.0408
5 C -0.2734
6 C -0.0457
7 C -0.0859
8 N -0.0734
9 N 0.0474
10 C -0.3018
11 C -0.0493
12 C -0.1123
13 C -0.0962
14 C -0.1120
15 C -0.1306
16 H 0.0878
17 H 0.0921
18 H 0.0929
19 H 0.0764
20 H 0.1012
21 H 0.0980
22 H 0.0891
23 H 0.0933
24 H 0.0996
25 Se 1.0090
26 N -0.2838
27 C -0.4291
28 C -0.0499
29 C -0.1129
30 C -0.1966
31 N 0.0436
32 C -0.5074
33 N -0.3720
34 H 0.0983
35 H 0.0846
36 H 0.0959
37 C -0.0759
38 C -0.5612
39 C -0.0559
40 C -0.0478
41 C -0.1724
42 C -0.0314
43 C 0.0270
44 C -0.1851
45 O 0.1722
46 B -0.4477
47 O 0.1283
48 C -0.1883
49 C 0.0678
50 H 0.0794
51 H 0.0902
52 H 0.0777
53 H 0.0795
54 H 0.0727
55 H 0.0933
56 H 0.0815
57 H 0.0872
58 H 0.0810
59 H 0.0945
60 H 0.1199
61 H 0.1258
62 C -0.0530
63 C -0.2638
64 C -0.0165
65 C -0.2925
66 C -0.0676
67 C -0.3104
68 Te 1.9006
69 N -0.2450
70 C -0.5736
71 O -0.0452
72 C -0.1297
73 C -0.0222
74 C -0.0902
75 C -0.0951
76 C -0.0601
77 C -0.0357
78 C -0.2940
79 C -0.2543
80 C -0.0461
81 C -0.0193
82 C -0.2688
83 C -0.0539
84 C -0.0211
85 C -0.3131
86 C -0.0782
87 C -0.2926
88 C -0.0844
89 C -0.0097
90 H 0.0706
91 H 0.0815
92 H 0.0777
93 H 0.1122
94 H 0.0786
95 H 0.0643
96 H 0.0716
97 H 0.1110
98 H 0.0944
99 H 0.0952

Results for energy above the lowest of the compared OMol25 structures with the same formula, charge and spin: 1.805, 4.242, 0.000, 0.294, 0.185, 3.659 (in eV, following the order of the records).
Results for E: -10979.1289, -23186.2485, -163469.3922, -10905.6882, -16683.9052, -184195.2442 (in eV, following the order of the records).